This record from the Open Molecules 2025 dataset describes C22H55Cl8CrNO14P3 as an isolated structure in a non-equilibrium geometry. The level of theory is ωB97M-V/def2-TZVPD.

```
104
Properties=species:S:1:pos:R:3:forces:R:3:lowdin_charge:R:1
Cr -2.672 -0.623 1.072 2.3 0.9 -1.4 0.9997
C 0.285 1.335 -1.769 -0.9 0.0 0.3 -0.0828
C -0.058 1.370 -0.272 -0.1 -0.2 0.8 -0.4263
O -1.185 0.718 0.232 -1.6 -1.3 -0.3 -0.3853
H -0.463 1.912 -2.314 -0.3 -0.4 -0.4 0.0427
H 0.365 0.295 -2.083 -0.2 0.0 -0.4 0.0383
H 1.224 1.820 -2.035 0.3 0.1 0.5 0.0716
H -0.196 2.406 0.038 0.7 0.6 0.0 0.0769
H 0.800 0.906 0.214 0.6 0.3 0.4 0.0702
C 0.050 -2.867 -0.683 0.3 0.7 -0.3 0.0154
C -1.365 -3.155 -0.278 1.4 -1.1 -1.0 -0.5315
O -1.913 -2.466 0.556 -1.3 0.9 2.1 -0.0569
N -1.945 -4.200 -0.841 -0.1 -0.6 0.5 0.0604
C -3.339 -4.645 -0.620 0.3 0.4 -1.2 -0.0056
H 0.798 -3.216 0.029 -0.3 0.0 0.3 0.0949
H 0.104 -1.780 -0.726 0.2 0.1 0.1 0.0795
H 0.377 -3.232 -1.657 -0.4 -0.2 0.0 0.0362
H -1.395 -4.620 -1.577 -0.4 -0.3 0.1 0.1496
H -3.397 -5.717 -0.811 0.0 0.2 -0.1 0.0938
H -3.855 -4.069 -1.388 -0.8 -0.5 0.1 0.0755
H -3.814 -4.448 0.341 0.8 0.3 0.1 0.0945
C 0.994 -0.580 3.231 1.4 0.8 -0.3 -0.0917
O 0.260 -1.172 4.296 -2.1 0.0 0.4 -0.1775
P -1.258 -0.656 4.417 0.4 0.1 2.0 0.5284
O -1.961 -0.551 3.104 -0.2 0.3 0.3 -0.2883
O -1.906 -1.699 5.462 0.5 1.5 -1.1 -0.1891
C -3.152 -1.303 6.086 -1.0 -0.9 0.9 -0.0798
O -1.247 0.752 5.271 -0.9 -1.5 -2.5 -0.2419
C -0.360 0.952 6.344 1.7 0.0 0.7 -0.0994
H 1.986 -1.028 3.184 -0.3 -0.6 0.0 0.0974
H 1.247 0.443 3.509 -0.4 0.3 -0.2 0.0667
H 0.483 -0.617 2.268 -0.1 -0.1 0.1 0.0788
H -3.968 -1.902 5.681 0.1 0.2 -0.5 0.0916
H -3.434 -0.250 6.111 0.6 0.1 -0.6 0.0944
H -3.150 -1.600 7.134 0.6 -0.1 0.0 0.0953
H -0.684 1.754 7.008 -0.6 -0.3 -0.2 0.1032
H 0.608 1.288 5.973 0.1 0.0 -0.3 0.0864
H -0.144 0.029 6.882 -0.4 0.0 0.2 0.0973
C -6.720 -1.387 -1.397 -1.0 0.2 1.1 -0.1062
O -5.666 -1.854 -2.218 3.3 1.5 -0.9 -0.1941
P -4.257 -1.004 -2.195 -1.1 1.2 -2.2 0.4955
O -3.564 -0.907 -0.896 -0.2 0.0 1.3 -0.2852
O -3.344 -1.623 -3.342 -1.6 -0.5 0.6 -0.1846
C -1.966 -1.263 -3.401 1.1 0.2 0.5 -0.0926
O -4.589 0.450 -2.820 -0.5 -0.9 1.7 -0.2048
C -3.653 1.558 -2.634 -0.6 0.5 -0.8 -0.0861
H -6.590 -0.412 -0.928 0.6 0.1 -0.1 0.0882
H -6.832 -2.124 -0.602 -0.3 0.1 0.0 0.0950
H -7.646 -1.262 -1.958 0.2 -0.5 -0.3 0.1011
H -1.705 -0.586 -2.587 0.1 -0.4 0.5 0.0639
H -1.635 -0.686 -4.265 -0.8 -0.3 -0.6 0.0884
H -1.421 -2.207 -3.383 0.2 0.3 0.2 0.0724
H -4.149 2.527 -2.584 -0.9 -0.3 -0.1 0.0796
H -3.162 1.602 -3.606 1.0 0.0 0.6 0.0816
H -3.111 1.545 -1.688 0.6 -0.8 -0.4 0.0731
C 7.125 -2.490 -1.960 1.2 0.1 -0.5 -0.1074
O 5.878 -2.005 -1.572 -1.9 0.3 1.2 -0.2302
P 4.931 -2.859 -0.625 -0.5 0.7 1.0 0.4435
O 5.401 -3.123 0.760 -0.5 0.2 -1.7 -0.2326
O 3.529 -2.000 -0.687 1.6 -0.1 -0.1 -0.2626
C 3.410 -0.654 -0.129 0.1 -0.4 0.2 -0.0716
O 4.654 -4.151 -1.549 0.1 1.4 0.4 -0.1945
C 3.398 -4.773 -1.451 -1.4 -0.9 0.6 -0.1253
H 7.059 -2.478 -3.048 0.6 -0.5 0.0 0.0967
H 7.366 -3.454 -1.512 -0.1 -0.1 -0.3 0.0961
H 7.889 -1.788 -1.625 0.0 0.0 -0.1 0.0957
H 2.828 -0.747 0.788 -0.5 0.1 -0.4 0.0707
H 2.992 -0.021 -0.911 -0.5 -0.2 0.2 0.0697
H 4.294 -0.118 0.217 0.8 -0.7 -0.3 0.0875
H 3.513 -5.806 -1.123 0.2 0.0 -0.2 0.0976
H 2.812 -4.743 -2.370 0.5 0.1 -0.4 0.0798
H 2.739 -4.306 -0.720 0.2 0.2 0.2 0.0595
Cl 4.018 1.782 3.209 -0.6 0.2 -0.5 0.5359
C 2.940 2.638 2.009 0.7 1.3 0.6 -0.6057
C 3.068 4.183 2.278 0.3 -1.5 0.4 -0.6677
Cl 2.344 5.080 0.955 -0.4 0.2 -0.3 0.6161
H 1.912 2.307 2.159 0.2 -0.1 -0.1 0.0267
H 3.307 2.399 1.011 -0.1 -0.1 0.1 0.0560
H 4.113 4.487 2.346 -0.1 -0.2 -0.1 0.0653
H 2.571 4.428 3.216 0.0 0.1 -0.2 0.0387
Cl 1.068 0.445 -5.820 1.5 -0.3 0.6 0.4830
C 2.737 -0.276 -5.464 0.1 -0.4 -0.1 -0.5843
C 2.942 -0.898 -4.077 -0.9 0.3 -0.2 -0.5954
Cl 1.575 -2.001 -3.760 -0.2 -0.3 0.3 0.5847
H 3.524 0.464 -5.610 -0.4 0.3 -0.1 0.0770
H 2.863 -1.053 -6.218 -0.1 0.1 0.0 0.0645
H 2.963 -0.151 -3.283 -0.1 -0.1 -0.1 0.0556
H 3.822 -1.535 -3.990 0.1 0.3 -0.4 0.0728
Cl 0.447 6.549 -2.528 0.3 -0.7 0.6 0.5393
C -0.083 5.139 -1.506 -0.8 0.3 -1.0 -0.6363
C -1.522 4.832 -1.933 0.0 0.1 1.4 -0.7067
Cl -1.748 4.310 -3.586 0.2 -0.2 -0.6 0.6040
H -0.068 5.434 -0.456 0.0 0.2 -0.1 0.0254
H 0.557 4.265 -1.626 0.2 0.3 -0.3 0.0482
H -2.153 5.707 -1.780 0.1 0.0 0.0 0.0709
H -1.904 4.032 -1.299 0.0 -0.1 0.1 0.0488
Cl -0.184 4.406 4.346 0.1 -0.1 0.1 0.5811
C -0.960 3.415 3.080 0.0 -0.6 0.2 -0.6653
C -1.957 4.219 2.302 -0.1 -0.1 -0.1 -0.6270
Cl -3.365 4.690 3.367 0.8 0.0 -0.8 0.5327
H -1.423 2.541 3.540 0.0 0.2 0.2 0.0477
H -0.157 3.043 2.443 -0.1 0.2 -0.2 0.0436
H -2.351 3.637 1.469 -0.1 -0.2 0.2 0.0608
H -1.421 5.049 1.843 -0.5 0.6 0.4 0.0696
```
Positions in Å, forces in eV/Å.

Computed properties:
DFT total energy: -210330.1329 eV
expectation value of S²: 6.0048
multiplicity: 5
largest force on an atom: 0.0724 Eh/bohr
net charge: +1

This record from the Open Molecules 2025 dataset describes C22H56As2F12MgN2O14 as an isolated structure in a non-equilibrium geometry. The level of theory is ωB97M-V/def2-TZVPD.

```
109
Properties=species:S:1:pos:R:3:forces:R:3:lowdin_charge:R:1
Mg -0.610 1.485 3.757 0.9 -0.1 0.9 1.4556
As -1.226 0.309 -1.334 -0.2 -0.3 -0.4 0.9012
F -1.930 1.913 -1.288 0.6 -0.5 -0.4 -0.2799
F -2.899 -0.350 -1.174 1.8 0.5 -0.3 -0.3010
F -0.612 -1.396 -1.217 -0.4 2.1 -0.1 -0.3083
F 0.470 0.997 -1.384 -1.9 -1.0 0.3 -0.3236
F -1.179 0.488 0.476 0.4 -0.4 0.0 -0.3579
F -1.235 0.296 -3.112 -0.1 -0.3 1.8 -0.2766
As -5.306 3.991 4.729 -1.1 -0.5 1.2 0.8973
F -4.955 5.569 4.110 0.0 -0.5 0.0 -0.2617
F -6.874 4.651 5.376 2.0 -1.2 -0.8 -0.2972
F -5.622 2.347 5.453 0.4 1.6 -1.1 -0.3235
F -3.662 3.462 4.137 -0.5 -0.3 0.0 -0.3604
F -4.435 4.360 6.267 -0.8 -0.1 -1.2 -0.3230
F -6.048 3.464 3.180 0.9 0.5 1.8 -0.2843
C -1.044 -7.275 -1.178 -0.8 0.5 0.2 0.0410
N -1.985 -8.429 -0.930 -0.7 -0.5 -0.5 -0.4184
O -3.117 -8.178 -0.480 2.2 -0.5 -0.7 0.0458
O -1.556 -9.540 -1.238 -0.7 1.1 0.6 0.0482
H -1.657 -6.394 -0.987 0.4 0.0 0.3 0.0913
H -0.711 -7.211 -2.214 -0.1 -0.6 0.1 0.0959
H -0.189 -7.389 -0.511 -0.2 0.0 0.0 0.0960
C -7.796 1.301 -3.148 0.0 0.6 -0.1 0.0402
N -9.028 1.118 -2.333 -1.9 -0.7 -0.5 -0.4343
O -9.530 -0.008 -2.343 0.7 1.0 0.3 0.0435
O -9.570 2.105 -1.841 1.1 -1.0 -0.4 0.0549
H -8.110 1.900 -4.003 0.0 0.3 0.3 0.0987
H -7.427 0.373 -3.586 -0.1 -0.1 0.8 0.0925
H -7.110 1.854 -2.506 0.2 -0.2 -0.4 0.1039
C -2.791 -1.150 5.071 -0.9 -1.0 0.6 -0.0600
O -1.763 -0.273 5.536 0.1 0.6 -0.8 -0.2275
C -1.656 -0.246 6.965 -0.1 -0.2 0.3 -0.1816
C -0.483 0.576 7.357 0.6 -0.3 -1.4 -0.1585
O -0.505 1.735 6.476 0.4 -0.9 -0.4 -0.2267
C -0.185 2.896 7.164 -0.3 1.8 1.6 -0.1062
H -2.514 -2.192 5.231 0.4 -0.1 -0.2 0.0963
H -3.080 -1.025 4.028 0.5 0.4 0.0 0.1029
H -3.701 -1.045 5.663 0.0 0.5 0.0 0.1051
H -1.482 -1.252 7.347 -0.2 -0.2 -0.1 0.1429
H -2.493 0.193 7.509 -0.8 -0.1 -0.8 0.1504
H 0.426 -0.001 7.188 0.4 0.3 -0.2 0.1327
H -0.530 0.777 8.428 -0.1 0.6 -0.2 0.1443
H 0.713 2.822 7.777 0.5 -0.1 -0.5 0.0993
H -0.948 3.132 7.906 -0.4 -0.2 0.0 0.1061
H -0.179 3.795 6.548 0.3 -0.4 -0.5 0.1005
C 2.392 -0.738 3.607 0.1 -1.2 -0.4 -0.0760
O 2.081 0.650 3.566 -1.3 -0.2 0.4 -0.2343
C 3.201 1.449 3.219 -0.2 0.7 -0.1 -0.1660
C 2.840 2.951 3.198 -1.1 -1.6 0.5 -0.1234
O 1.414 3.077 2.853 0.7 -0.4 0.5 -0.2389
C 1.127 4.426 2.527 -0.4 0.9 0.0 -0.0823
H 2.639 -1.158 2.632 0.3 0.5 -0.3 0.1043
H 1.542 -1.360 3.888 -0.4 0.6 0.3 0.0894
H 3.201 -1.011 4.285 0.1 0.5 0.2 0.1001
H 3.574 1.165 2.235 0.1 -0.3 0.1 0.1416
H 3.928 1.337 4.023 0.5 -0.2 -0.3 0.1349
H 3.504 3.444 2.488 -0.4 0.2 -0.1 0.1389
H 3.033 3.317 4.207 -0.4 0.5 -0.1 0.1286
H 1.645 4.738 1.620 -0.1 -0.2 -0.1 0.1067
H 1.417 5.108 3.327 0.2 -0.1 0.2 0.0984
H 0.051 4.560 2.412 0.0 -0.2 -0.3 0.1008
C 8.278 -3.732 4.056 -0.2 -0.8 -0.4 -0.1228
O 7.802 -3.216 2.846 -0.4 1.4 -0.5 -0.2025
C 8.542 -3.558 1.675 -1.7 -0.8 0.3 -0.1811
C 7.838 -3.015 0.403 0.2 0.0 0.8 -0.1948
O 6.436 -3.301 0.418 0.9 0.4 0.1 -0.1891
C 5.813 -3.103 -0.847 0.0 0.1 0.7 -0.1036
H 7.557 -3.567 4.856 -0.2 0.3 -0.2 0.0842
H 9.230 -3.314 4.385 0.3 0.0 -0.2 0.0848
H 8.329 -4.811 3.908 0.5 -0.3 0.5 0.0862
H 8.442 -4.638 1.558 0.5 -0.4 0.2 0.1177
H 9.585 -3.273 1.810 0.1 0.2 -0.5 0.1256
H 8.286 -3.523 -0.452 0.2 0.0 -0.1 0.1177
H 8.066 -1.952 0.322 -0.4 0.3 -0.2 0.1190
H 5.902 -2.081 -1.216 0.3 0.2 0.1 0.0835
H 4.752 -3.259 -0.655 0.1 -0.3 -0.3 0.0890
H 6.234 -3.778 -1.593 -0.2 -0.2 -0.1 0.0863
C -2.184 -5.115 -6.350 0.3 0.5 0.2 -0.1314
O -3.462 -5.221 -5.758 0.1 -1.3 -0.1 -0.1989
C -3.978 -3.997 -5.226 0.4 -0.8 -0.9 -0.1695
C -5.359 -4.245 -4.561 0.8 -0.2 0.2 -0.2063
O -6.360 -4.729 -5.419 0.3 0.6 -1.1 -0.1868
C -6.865 -3.708 -6.331 -0.6 -1.8 1.0 -0.0689
H -2.081 -4.343 -7.113 -0.6 0.3 -0.3 0.0793
H -1.841 -6.032 -6.829 -0.6 -0.3 0.3 0.0853
H -1.405 -4.831 -5.642 0.0 -0.1 0.6 0.0777
H -3.973 -3.402 -6.139 -0.7 1.0 0.3 0.1103
H -3.191 -3.630 -4.567 -0.4 0.5 0.5 0.1215
H -5.732 -3.406 -3.972 0.2 0.8 -0.4 0.1155
H -5.240 -4.965 -3.751 0.2 -0.6 -0.3 0.1233
H -7.679 -4.201 -6.862 -0.1 0.0 0.1 0.0826
H -6.182 -3.403 -7.124 0.4 0.4 0.5 0.0823
H -7.308 -2.971 -5.662 0.3 0.8 -0.6 0.0851
C 1.183 6.453 -4.361 0.2 0.3 1.2 -0.1405
O 1.604 6.648 -5.686 0.7 -1.4 -0.5 -0.1738
C 2.378 5.544 -6.245 1.4 0.9 1.4 -0.1461
C 3.624 5.079 -5.369 -1.0 0.5 0.1 -0.2029
O 4.571 6.062 -4.967 -0.2 -0.1 -0.1 -0.1995
C 5.329 6.679 -6.004 -1.4 0.1 0.2 -0.0954
H 1.996 6.386 -3.639 0.6 0.3 -0.2 0.0733
H 0.618 5.561 -4.090 -0.5 -0.3 -0.9 0.0887
H 0.600 7.320 -4.047 -0.1 0.0 -0.3 0.0888
H 2.824 5.898 -7.174 -0.6 0.1 -0.2 0.1082
H 1.760 4.662 -6.412 -0.1 0.0 0.0 0.1190
H 4.114 4.263 -5.899 0.1 -0.1 -0.3 0.1149
H 3.254 4.654 -4.436 0.0 0.0 0.0 0.1091
H 6.044 7.346 -5.523 0.3 -0.5 -0.1 0.0896
H 4.664 7.326 -6.577 0.0 0.2 -0.3 0.0794
H 5.716 5.931 -6.696 0.6 0.0 0.1 0.0871
```
Positions in Å, forces in eV/Å.

Computed properties:
DFT total energy: -215089.0540 eV
multiplicity: 1
largest force on an atom: 0.0473 Eh/bohr